{
  "formula": "C30H39Cl69FN3O3S",
  "method": "ωB97M-V with the def2-TZVPD basis set",
  "elements": ["N", "C", "C", "C", "C", "N", "C", "C", "C", "N", "O", "S", "O", "O", "F", "H", "H", "H", "H", "H", "H", "H", "H", "H", "H", "H", "H", "H", "H", "H", "H", "C", "Cl", "Cl", "Cl", "H", "C", "Cl", "Cl", "Cl", "H", "C", "Cl", "Cl", "Cl", "H", "C", "Cl", "Cl", "Cl", "H", "C", "Cl", "Cl", "Cl", "H", "C", "Cl", "Cl", "Cl", "H", "C", "Cl", "Cl", "Cl", "H", "C", "Cl", "Cl", "Cl", "H", "C", "Cl", "Cl", "Cl", "H", "C", "Cl", "Cl", "Cl", "H", "C", "Cl", "Cl", "Cl", "H", "C", "Cl", "Cl", "Cl", "H", "C", "Cl", "Cl", "Cl", "H", "C", "Cl", "Cl", "Cl", "H", "C", "Cl", "Cl", "Cl", "H", "C", "Cl", "Cl", "Cl", "H", "C", "Cl", "Cl", "Cl", "H", "C", "Cl", "Cl", "Cl", "H", "C", "Cl", "Cl", "Cl", "H", "C", "Cl", "Cl", "Cl", "H", "C", "Cl", "Cl", "Cl", "H", "C", "Cl", "Cl", "Cl", "H", "C", "Cl", "Cl", "Cl", "H"],
  "positions_angstrom": [[0.76832, -1.61015, 1.30402], [-0.66774, -1.60938, 1.16874], [-1.03592, -1.46544, -0.26668], [-2.53514, -1.61181, -0.51587], [-3.21832, -0.37013, -0.00814], [-4.47791, -0.62241, 0.71792], [-4.35155, -1.41405, 1.94046], [-5.48595, -2.41638, 2.09375], [-5.84194, -3.13760, 0.84911], [-5.70169, -4.57270, 0.92218], [-6.24592, -2.63610, -0.12290], [-5.25708, 0.75389, 1.05206], [-4.56994, 1.55842, 1.97840], [-6.51566, 0.45615, 1.53610], [-5.34164, 1.45257, -0.28996], [1.02793, -1.19964, 2.16788], [1.15751, -1.00920, 0.60639], [-1.11513, -0.84446, 1.78012], [-1.05829, -2.54610, 1.49577], [-0.72980, -0.50388, -0.62678], [-0.55024, -2.22961, -0.83585], [-2.68861, -1.77343, -1.55465], [-2.82702, -2.48852, 0.02281], [-2.57739, 0.25907, 0.57764], [-3.48820, 0.20216, -0.86661], [-3.39129, -1.85163, 2.05417], [-4.46395, -0.74454, 2.76379], [-6.30061, -1.88565, 2.54545], [-5.14134, -3.13739, 2.79807], [-4.97224, -4.82675, 0.27562], [-6.55507, -4.92605, 0.52506], [1.12972, -8.73416, 4.90440], [2.51656, -8.49668, 5.96815], [-0.35795, -8.31820, 5.76335], [1.36841, -7.86050, 3.38587], [1.07540, -9.78526, 4.66932], [2.53034, 1.00777, 1.93582], [1.88369, 0.17630, 0.49798], [1.88629, 0.24224, 3.38013], [4.28494, 1.00519, 1.93788], [2.18961, 2.03257, 1.91701], [-2.51039, 4.26917, 0.52620], [-1.26709, 5.45811, 0.94384], [-3.51444, 4.85495, -0.79523], [-1.76837, 2.72872, 0.11384], [-3.14525, 4.12102, 1.38860], [0.17732, 7.96280, -1.86426], [1.43749, 9.14286, -1.48190], [-0.83526, 8.53671, -3.18191], [0.89319, 6.40241, -2.26521], [-0.44178, 7.83669, -0.98938], [0.03628, 10.86078, 1.51254], [-1.14617, 12.14052, 1.76586], [1.27148, 10.89480, 2.76657], [-0.75560, 9.28391, 1.46353], [0.51475, 11.02327, 0.55975], [5.35606, -8.05779, 2.27117], [5.00639, -9.23355, 3.54106], [4.82606, -8.66846, 0.70591], [4.59976, -6.51151, 2.63940], [6.42465, -7.91457, 2.23034], [1.70454, -6.95016, -1.58428], [1.67589, -6.49479, 0.12407], [0.62322, -5.92804, -2.53774], [3.34741, -6.89725, -2.23598], [1.35498, -7.96772, -1.65409], [5.30750, -3.43492, -0.66183], [5.28123, -5.06670, 0.02189], [5.23897, -3.52966, -2.42565], [4.03555, -2.34219, -0.13888], [6.25295, -2.99827, -0.38136], [-6.76079, -3.43001, 7.35541], [-5.60721, -2.10339, 7.51431], [-8.10104, -2.96326, 6.31332], [-5.95600, -4.88014, 6.75667], [-7.16006, -3.65151, 8.33196], [-2.38155, 2.39421, 5.06758], [-2.37421, 0.71216, 4.53161], [-1.97009, 2.49890, 6.78125], [-1.27680, 3.37955, 4.12376], [-3.38150, 2.77785, 4.93323], [7.93641, -8.10270, -1.83502], [7.92708, -7.61284, -0.14170], [6.87110, -7.07812, -2.78945], [9.57474, -8.07180, -2.48114], [7.56930, -9.11518, -1.89196], [-1.30612, 7.94083, -7.27655], [-2.15132, 9.21441, -6.39041], [-0.43607, 6.88578, -6.17089], [-2.43635, 7.01370, -8.25969], [-0.58924, 8.40692, -7.93538], [1.77794, 2.54939, 6.42619], [1.93276, 3.91611, 7.52787], [2.33856, 2.99327, 4.81222], [2.63866, 1.14366, 7.04912], [0.73169, 2.29014, 6.35414], [3.71578, 6.67134, -7.04373], [4.13561, 6.74871, -5.33666], [2.45519, 7.84079, -7.42535], [5.13763, 6.94638, -8.05219], [3.33808, 5.68351, -7.25508], [-1.94672, -6.20502, 9.53965], [-0.81347, -4.86266, 9.70353], [-3.24225, -5.80224, 8.41571], [-1.10446, -7.67828, 9.05520], [-2.39648, -6.38583, 10.50255], [-0.54689, -3.59716, -4.78121], [-0.50592, -2.31350, -5.98738], [-0.58104, -2.91908, -3.15315], [-1.93076, -4.65440, -5.04453], [0.35281, -4.18456, -4.88170], [6.54267, -0.70573, 5.36295], [5.87679, -2.16968, 6.08533], [6.93929, -0.98016, 3.66363], [5.41977, 0.63975, 5.54509], [7.45420, -0.45795, 5.88249], [4.47761, -0.74929, -5.31785], [3.72494, 0.51546, -6.28951], [5.05639, -0.09230, -3.78890], [3.35090, -2.07838, -5.04637], [5.32505, -1.13236, -5.86314], [-5.34711, -4.88161, -7.64161], [-5.41981, -3.49207, -6.56169], [-4.45894, -4.48367, -9.11055], [-4.61714, -6.26631, -6.82819], [-6.35461, -5.14716, -7.91802], [1.17386, -2.52781, 6.01710], [1.97860, -2.34934, 7.57655], [-0.08454, -1.31503, 5.78773], [2.26554, -2.33306, 4.65963], [0.74052, -3.51263, 5.97056], [-2.47975, 5.49436, -12.20721], [-2.55254, 4.74858, -13.80208], [-3.66936, 4.77185, -11.12538], [-0.85720, 5.36052, -11.53091], [-2.71443, 6.54124, -12.31386], [-3.11226, 6.76883, 3.60873], [-4.26586, 8.07487, 3.85743], [-1.78488, 6.88704, 4.75872], [-3.91842, 5.19603, 3.73163], [-2.70546, 6.86023, 2.61372], [5.25146, 10.38637, -9.44443], [4.61947, 9.83135, -10.99331], [6.84589, 11.11220, -9.64213], [4.13668, 11.52063, -8.68402], [5.34914, 9.52965, -8.79917]],
  "mulliken_charge": [-0.44, -0.46, -0.68, -0.30, -0.88, 0.46, -1.01, -0.80, 0.20, -0.60, -0.51, 0.98, -0.45, -0.68, -0.20, -0.09, 0.13, 0.27, 0.29, 0.37, 0.44, 0.49, 0.25, 0.13, 0.55, 0.49, 0.52, 0.45, 0.48, 0.29, 0.34, -0.06, -0.13, -0.10, -0.01, 0.29, -0.23, -0.10, 0.21, -0.09, 0.37, 0.51, -0.15, -0.16, 0.02, -0.19, 0.53, -0.16, -0.06, -0.13, -0.19, 0.13, -0.13, -0.12, -0.02, 0.16, 0.03, -0.13, -0.08, -0.08, 0.22, -0.28, -0.02, -0.04, -0.03, 0.35, -0.33, 0.13, -0.09, 0.06, 0.32, 0.01, -0.09, -0.12, -0.12, 0.32, -0.05, -0.05, -0.15, 0.04, 0.25, 0.03, -0.11, -0.07, -0.13, 0.27, 0.15, -0.14, -0.08, -0.09, 0.16, 0.66, -0.14, -0.14, -0.07, -0.44, 0.05, -0.11, -0.08, -0.14, 0.29, -0.06, -0.10, -0.04, -0.11, 0.33, -0.20, -0.14, -0.01, -0.06, 0.35, -0.12, -0.10, -0.11, -0.05, 0.37, -0.02, -0.13, -0.10, -0.06, 0.30, 0.01, -0.10, -0.12, -0.12, 0.33, -0.31, -0.14, -0.01, -0.02, 0.40, 0.05, -0.13, -0.12, -0.10, 0.29, 0.59, -0.14, -0.10, -0.12, -0.28, 0.46, -0.12, -0.13, -0.13, -0.09],
  "energy_ev": -919949.1833,
  "homo_lumo_gap_ev": 8.3
}

{
  "formula": "C4H7N2S",
  "method": "ωB97M-V with the def2-TZVPD basis set",
  "elements": ["C", "C", "C", "C", "N", "N", "S", "H", "H", "H", "H", "H", "H", "H"],
  "positions_angstrom": [[0.87824, -0.72301, 0.82496], [-0.93332, 0.12118, -1.15443], [-1.43048, -0.41691, 0.13649], [0.96006, 1.15963, -0.68325], [-0.45987, -0.85093, 1.05542], [1.51750, 0.16571, 0.05749], [-1.55310, 0.16819, -2.55714], [1.43187, -1.15523, 1.58120], [-1.85876, 0.45731, 0.56756], [-2.16133, -1.15354, 0.06004], [1.34054, 1.27865, -1.69033], [0.51964, 2.08728, -0.28223], [-0.79551, -1.31518, 1.93948], [2.54454, 0.17684, 0.14474]],
  "mulliken_charge": [0.00, -0.06, -0.27, -0.69, -0.18, -0.10, -0.16, 0.42, 0.31, 0.45, 0.38, 0.32, 0.30, 0.29],
  "energy_ev": -18066.9187,
  "e_above_lowest_kj_mol": 335.1,
  "charge": 1,
  "homo_lumo_gap_ev": 7.7
}

{
  "formula": "C15H46N4O8",
  "method": "ωB97M-V with the def2-TZVPD basis set",
  "elements": ["N", "H", "H", "H", "H", "C", "O", "O", "O", "H", "C", "C", "C", "O", "C", "N", "H", "H", "H", "H", "H", "H", "H", "H", "H", "H", "H", "C", "C", "C", "O", "C", "N", "H", "H", "H", "H", "H", "H", "H", "H", "H", "H", "H", "C", "C", "C", "O", "C", "N", "H", "H", "H", "H", "H", "H", "H", "H", "H", "H", "H", "C", "O", "H", "H", "H", "H", "C", "O", "H", "H", "H", "H"],
  "positions_angstrom": [[49.09813, -47.94018, 20.12490], [50.15382, -47.99154, 20.32391], [48.63355, -47.73568, 20.83882], [49.02406, -48.71220, 19.61877], [49.06146, -47.29655, 19.42060], [46.60561, -49.66902, 18.42362], [47.26329, -50.32597, 19.18261], [45.35565, -49.99560, 18.19976], [46.93471, -48.61065, 17.94651], [45.07883, -50.57519, 18.78538], [45.44484, -49.01767, 23.32472], [46.19720, -50.30706, 23.05103], [45.46512, -51.26535, 22.06823], [44.47452, -51.92247, 22.84064], [43.66694, -52.76817, 22.11647], [47.55205, -49.96623, 22.26605], [44.45363, -49.02478, 22.84417], [45.83879, -48.19420, 22.71910], [45.62891, -48.85358, 24.36529], [46.64926, -50.92730, 23.80172], [46.10756, -52.08401, 21.83623], [45.11109, -50.75507, 21.17152], [44.17029, -53.72984, 21.77008], [43.24369, -52.50325, 21.13755], [42.91172, -52.91983, 22.85197], [47.33716, -50.15391, 21.19370], [48.25215, -50.58362, 22.64687], [51.89984, -44.99521, 20.85720], [50.46906, -44.38745, 20.49051], [50.24470, -44.54161, 18.98944], [50.95166, -43.53319, 18.34752], [50.85698, -43.80976, 16.94317], [49.51027, -45.18321, 21.23671], [52.57193, -44.27725, 20.26408], [52.27046, -45.89941, 20.31340], [52.08471, -44.88090, 21.88761], [50.35356, -43.43469, 20.77201], [49.14943, -44.26098, 18.61319], [50.47299, -45.63377, 18.68465], [51.47334, -43.09456, 16.50686], [49.91036, -43.60671, 16.38040], [51.26436, -44.89003, 16.93563], [49.61542, -45.07816, 22.20197], [48.50456, -44.93700, 20.82478], [49.99876, -51.70668, 18.36698], [50.69380, -51.37379, 19.59539], [51.81580, -52.38847, 20.01523], [51.20820, -53.64508, 20.12932], [52.24627, -54.66511, 20.30291], [51.15545, -50.09581, 19.36741], [50.83736, -51.96266, 17.63964], [49.29515, -50.97333, 18.10569], [49.44050, -52.54666, 18.31980], [49.97023, -51.34193, 20.39963], [52.28181, -52.08338, 21.06837], [52.66625, -52.53014, 19.30624], [52.57623, -55.14182, 19.53880], [51.70610, -55.60554, 20.62086], [53.08019, -54.53780, 20.92679], [51.95145, -50.24543, 18.79460], [51.70666, -50.07819, 20.22142], [53.56279, -48.50805, 21.26187], [52.27153, -48.84339, 21.71582], [53.63834, -47.70250, 20.65542], [53.99581, -49.17760, 20.62125], [54.25446, -48.28712, 21.93966], [52.10926, -49.11153, 22.62604], [48.46743, -46.41187, 15.66050], [48.49865, -46.60745, 17.02548], [48.72756, -47.35933, 15.11325], [49.01833, -45.59893, 15.39764], [47.55012, -45.83949, 15.28817], [47.87107, -47.22892, 17.13771]],
  "mulliken_charge": [0.14, 0.24, 0.48, 0.10, -0.03, 0.61, -0.64, -0.55, -0.86, 0.33, -1.40, 0.22, -0.73, -0.39, -0.73, -0.52, 0.33, 0.27, 0.34, 0.51, 0.56, 0.30, 0.26, 0.29, 0.30, 0.22, 0.21, -1.44, -0.01, -0.30, -0.46, -0.64, -0.44, 0.35, 0.16, 0.48, 0.57, 0.27, 0.08, 0.36, 0.20, 0.33, 0.20, 0.28, -1.82, 1.04, -0.62, -0.32, -1.14, -0.43, 0.32, 0.38, 0.46, -0.19, 0.27, 0.41, 0.52, 0.33, 0.39, 0.35, 0.03, -1.15, -0.41, 0.37, 0.41, 0.62, 0.24, -0.75, -0.35, 0.28, 0.25, 0.29, 0.39],
  "energy_ev": -38631.2161,
  "e_above_lowest_kj_mol": 1124.8,
  "homo_lumo_gap_ev": 8.3
}